The following is a DFT calculation (ωB97M-V with the def2-TZVPD basis set) of a gas-phase ion, C3H5N4 (charge +1).

CARTESIAN COORDINATES (ANGSTROEM)
C (-0.111, -0.453, 1.584)
C (1.271, 0.511, -1.006)
C (-1.607, -0.872, 1.301)
N (0.169, 1.014, -1.034)
N (-0.910, 1.138, -0.251)
N (-0.917, 0.210, 0.836)
N (2.200, -0.192, -1.388)
H (-1.679, -1.801, 0.740)
H (-2.391, -0.661, 2.050)
H (-1.322, 2.150, -0.111)
H (2.082, -1.167, -1.499)
H (3.216, 0.124, -1.221)

Summary:
LUMO energy = -4.445 eV
ΔE to the lowest compared entry with this formula, charge and spin = 159.47 kcal/mol
2S+1 = 1
total charge = +1
HOMO level = -14.025 eV
largest force on an atom = 6.04 eV/A
HOMO-LUMO gap = 9.6 eV